No. 1
ORCA calculation (wB97M-V/def2-TZVPD) on an isolated ion of composition C4H7O2Si and charge -1 in a non-equilibrium geometry.

Structure (XYZ):
```
14
Properties=species:S:1:pos:R:3:forces:R:3
C -1.656102 -0.161350 -0.084650 6.1 2.1 0.5
C 0.731077 -1.287235 -0.748253 3.3 0.6 -0.4
C 0.709010 -1.038638 0.738847 0.3 -1.0 2.4
C -0.108974 -0.141856 -0.156947 -2.0 -1.7 -0.9
O -2.043236 1.066940 0.083679 -1.4 2.6 -0.3
O -2.476915 -1.096415 -0.213612 -2.7 -3.1 -0.6
Si -0.003026 1.758796 -0.096664 -0.9 -1.0 1.3
H 1.773320 -1.162029 -1.306158 -2.2 0.4 1.2
H 0.367339 -2.235511 -1.069259 -1.0 -0.3 -0.2
H 0.166424 -1.795683 1.450087 0.8 1.4 -1.6
H 1.563883 -0.584991 1.317524 -0.6 -0.4 -1.0
H -0.143621 1.885648 1.420629 -0.1 0.8 -0.6
H -0.320174 2.735128 -1.195966 -0.5 -0.2 0.3
H 1.440994 2.057191 -0.139251 0.9 -0.1 -0.1
```
Positions in Å, forces in eV/Å.

Values from the calculation:
2S+1	3
HOMO energy (spin up / spin down)	0.6 / -4.8	eV
LUMO energy (spin up / spin down)	4.05 / 1.97	eV
gap between HOMO and LUMO (spin up / spin down)	3.4 / 6.7	eV
net charge	-1


No. 2
ORCA calculation (wB97M-V/def2-TZVPD) on a 2-piece molecular cluster, C3H9NO3 overall in a non-equilibrium geometry.

Structure (XYZ):
```
16
Properties=species:S:1:pos:R:3:forces:R:3
O 0.418648 2.218655 -1.677657 0.0 -0.1 0.2
C -0.062983 1.986010 -0.581285 0.5 0.2 -1.4
N 0.348347 0.979868 0.207038 -0.4 0.1 1.2
C -0.248531 0.607470 1.506141 0.6 -0.6 -1.6
C -1.146214 -0.610018 1.319589 0.1 -1.2 1.3
O -0.365063 -1.804510 1.539463 0.2 0.1 -0.2
H -0.885277 2.625263 -0.241049 -0.2 -0.2 0.6
H 1.136495 0.420124 -0.079191 0.0 0.2 -0.3
H 0.612171 0.294874 2.098289 -0.4 0.1 0.5
H -0.761227 1.445782 1.955698 -0.1 0.2 0.0
H -1.888998 -0.648527 2.126922 -0.2 0.3 -0.3
H -1.629741 -0.700203 0.352372 -0.1 0.5 -0.1
H -0.355143 -2.370142 0.761823 -0.1 0.2 -0.1
O 0.944907 -2.345036 -2.166597 -0.2 -0.7 0.1
H 1.712356 -2.315070 -1.584893 -0.1 0.5 -0.2
H 0.664632 -1.466186 -2.427402 0.4 0.3 0.2
```
Positions in Å, forces in eV/Å.

Values from the calculation:
HOMO energy	-9.8	eV
LUMO energy	0.59	eV
gap between HOMO and LUMO	10.4	eV
energy above the lowest of the compared OMol25 structures with the same formula, charge and spin	33.0	kcal per mole


No. 3
ORCA calculation (wB97M-V/def2-TZVPD) on a 2-piece molecular cluster, C5H7NO overall.

Structure (XYZ):
```
14
Properties=species:S:1:pos:R:3:forces:R:3
C -0.482110 1.309897 -1.863561 0.0 0.1 -0.1
N -1.238758 -0.973772 -1.386674 0.5 0.1 0.5
C -0.431095 -0.875182 -0.487937 -0.5 -0.1 -0.5
O 0.468386 0.293894 -0.444212 0.0 0.2 -0.2
C 1.011139 -0.107727 0.854656 0.3 0.0 0.2
C -0.078515 -0.205850 1.859488 -0.1 0.1 0.1
C 0.149188 -1.321663 0.854267 0.0 -0.3 0.0
H -0.295972 0.803628 -2.799453 0.0 0.0 0.1
H -1.519588 1.427804 -1.584698 0.1 -0.1 0.0
H 0.194321 2.113102 -1.600246 -0.1 -0.1 0.0
H 2.072605 0.022789 1.019397 -0.2 0.0 0.0
H -0.955678 0.430246 1.768325 0.1 -0.1 0.0
H 0.228948 -0.424057 2.879617 0.0 0.0 -0.2
H 0.383257 -2.342042 1.129884 -0.1 0.2 0.0
```
Positions in Å, forces in eV/Å.

Values from the calculation:
HOMO energy (spin up / spin down)	-8.1 / -8.0	eV
LUMO energy (spin up / spin down)	-0.38 / -0.41	eV
gap between HOMO and LUMO (spin up / spin down)	7.7 / 7.6	eV
energy above the lowest of the compared OMol25 structures with the same formula, charge and spin	157.3	kcal per mole


No. 4
ORCA calculation (wB97M-V/def2-TZVPD) on one molecule with the formula C5H8N2O in a non-equilibrium geometry.

Structure (XYZ):
```
16
Properties=species:S:1:pos:R:3:forces:R:3
C -2.832651 0.334112 -0.334583 -0.5 0.5 -0.5
N -2.062207 -0.662161 -0.302085 0.9 -0.3 0.5
N -0.708069 -0.370029 -0.429260 -0.3 0.3 -1.5
C 0.007656 0.461588 0.498792 0.8 -0.4 0.5
C 1.289321 1.139859 -0.031774 -0.6 2.2 1.4
O 2.002572 0.207526 -0.735735 0.3 0.3 -1.0
C 1.696565 -1.049953 -0.263017 -0.9 -1.8 -0.7
C 0.290659 -1.018883 0.342099 0.4 -0.3 1.2
H -2.503806 1.368938 -0.510601 0.1 -0.3 0.3
H -3.899420 0.134538 -0.335542 0.1 0.0 0.1
H -0.482163 0.750303 1.424703 0.0 0.3 -0.2
H 1.159165 2.024200 -0.703726 -0.1 -0.6 0.7
H 1.891004 1.455253 0.876379 -0.7 0.0 -0.6
H 2.373988 -1.342901 0.533599 0.3 -0.4 0.1
H 1.765489 -1.675047 -1.165213 0.1 -0.4 0.6
H 0.011904 -1.757337 1.135957 0.2 0.8 -0.8
```
Positions in Å, forces in eV/Å.

Values from the calculation:
HOMO energy	-8.8	eV
LUMO energy	1.04	eV
gap between HOMO and LUMO	9.8	eV
energy above the lowest of the compared OMol25 structures with the same formula, charge and spin	84.7	kcal per mole


No. 5
ORCA calculation (wB97M-V/def2-TZVPD) on C38H41N6O2SbW as an isolated structure.

Structure (XYZ):
```
89
Properties=species:S:1:pos:R:3:forces:R:3
W 0.552681 0.243454 0.193989 -0.4 0.0 -0.5
O -1.060268 3.384616 -2.450747 0.1 -0.1 0.1
C -2.199822 2.757311 -2.796996 0.0 0.0 0.0
C -3.061422 3.474803 -3.626062 0.0 0.0 0.0
C -4.249259 2.920282 -4.041525 0.0 0.0 0.0
C -4.624961 1.629922 -3.643573 0.0 0.0 0.0
C -3.795989 0.917059 -2.822728 0.0 0.0 0.0
C -2.566140 1.459957 -2.377773 0.0 0.1 0.0
C -1.763659 0.662652 -1.495074 0.1 0.0 0.0
O -0.586944 1.167104 -1.032733 0.1 -0.1 0.1
N -2.103184 -0.526457 -1.081810 0.0 -0.1 0.0
N -1.155889 -0.983844 -0.220560 0.1 0.0 0.2
C -1.282146 -2.158989 0.312618 0.0 0.1 0.0
C -0.237574 -2.472924 1.250538 0.0 0.0 0.0
C -0.140238 -3.658644 1.970890 0.0 0.0 -0.1
C 0.925331 -3.840336 2.828098 0.1 0.1 0.0
C 1.885839 -2.834110 2.947742 -0.1 -0.1 0.0
C 1.738006 -1.675707 2.222873 0.0 0.0 0.0
N 0.684343 -1.479836 1.397790 0.0 -0.1 0.0
H -0.497669 2.808989 -1.912499 -0.2 0.1 -0.2
H -2.761304 4.466916 -3.932845 0.0 0.0 0.0
H -4.900409 3.492537 -4.688929 0.0 0.0 0.0
H -5.558570 1.204118 -3.980926 0.0 0.0 0.0
H -4.063057 -0.078486 -2.498685 0.0 0.0 0.0
H -2.115874 -2.810003 0.082336 0.0 0.0 0.0
H -0.897776 -4.418874 1.839631 0.0 0.0 0.0
H 1.019563 -4.755783 3.395754 0.0 0.0 0.0
H 2.738978 -2.949115 3.600337 0.0 0.0 0.0
H 2.456824 -0.868295 2.288586 0.0 0.0 0.0
N 10.690451 -1.334615 -1.285919 0.0 0.0 0.0
C 9.566450 -1.137579 -1.163494 0.0 0.0 0.0
C 8.156790 -0.894399 -1.009758 0.0 0.0 0.0
C 7.388608 -0.541997 -2.116478 0.0 0.0 0.0
C 6.031150 -0.321687 -1.967790 0.0 0.0 0.0
C 5.435863 -0.434191 -0.711912 0.0 0.0 0.0
C 6.214920 -0.768711 0.394723 0.0 0.0 0.0
C 7.568140 -1.011219 0.246704 0.0 0.0 0.0
C 3.982062 -0.184624 -0.552697 -0.1 -0.1 0.0
C 3.096889 -1.007743 -1.230820 0.0 0.0 0.1
C 3.405701 -2.104438 -2.073071 0.0 0.1 -0.2
C 2.220783 -2.559625 -2.611867 0.0 -0.1 0.2
C 1.206609 -1.796076 -2.026502 0.0 0.1 -0.1
N 1.702685 -0.855646 -1.199732 -0.1 0.0 0.2
C 3.597980 0.917123 0.246513 -0.1 0.1 -0.1
C 4.458224 1.875269 0.773582 0.0 0.0 0.0
C 3.681315 2.875133 1.377138 -0.1 -0.1 0.0
C 2.374052 2.488560 1.220889 0.1 0.1 0.0
N 2.265734 1.302208 0.534334 0.3 -0.3 0.2
H 7.857255 -0.441202 -3.085494 0.0 0.0 0.0
H 5.435056 -0.035920 -2.824591 0.0 0.0 0.0
H 5.757845 -0.856311 1.372214 0.0 0.0 0.0
H 8.174076 -1.287842 1.098276 0.0 0.0 0.0
H 4.394983 -2.482359 -2.270066 0.0 0.0 0.0
H 2.085207 -3.353384 -3.326620 0.0 0.0 0.0
H 0.145059 -1.875444 -2.206421 0.0 0.0 0.0
H 5.532834 1.859006 0.695260 0.0 0.0 0.0
H 4.031418 3.775082 1.853442 0.0 0.0 0.0
H 1.485340 3.013737 1.519344 0.0 0.0 0.0
C -1.196821 3.934797 4.205201 0.0 0.0 0.0
C -0.549624 3.455644 2.909670 0.0 -0.1 0.0
C -0.920077 4.314853 1.702623 0.0 0.1 0.0
Sb -0.936482 1.384915 2.406431 -0.1 0.0 0.0
C -0.547967 0.281394 4.218888 0.0 0.1 0.0
C 0.843320 0.685699 4.708805 0.0 0.0 0.0
C -1.601185 0.459469 5.308656 0.0 0.0 0.0
C -3.065196 1.266616 1.980023 0.1 0.0 0.0
C -3.906419 2.244004 2.793336 0.0 0.0 0.0
C -3.575970 -0.162085 2.153653 0.0 0.0 0.0
H -0.927114 4.981675 4.362961 0.0 0.0 0.0
H -0.838040 3.378274 5.069602 0.0 0.0 0.0
H -2.282890 3.880125 4.185118 0.0 0.0 0.0
H 0.531227 3.480935 3.064808 0.0 0.0 0.0
H -1.995528 4.307162 1.517652 0.0 0.0 0.0
H -0.424235 3.992500 0.782574 0.0 0.0 0.0
H -0.631838 5.352428 1.882951 0.0 0.0 0.0
H -0.533225 -0.764315 3.896193 0.0 0.0 0.0
H 0.841102 1.706799 5.092781 0.0 0.0 0.0
H 1.604543 0.631810 3.924464 0.0 0.0 0.0
H 1.157938 0.033899 5.526658 0.0 0.0 0.0
H -1.682491 1.498869 5.626234 0.0 0.0 0.0
H -1.317079 -0.125388 6.186489 0.0 0.0 0.0
H -2.587966 0.122758 4.997944 0.0 0.0 0.0
H -3.120026 1.538064 0.921391 0.0 0.0 0.0
H -3.824194 2.058306 3.866026 0.0 0.0 0.0
H -4.955948 2.112087 2.520879 0.0 0.0 0.0
H -3.651345 3.284118 2.598937 0.0 0.0 0.0
H -3.481086 -0.508652 3.181687 0.0 0.0 0.0
H -3.072692 -0.870879 1.502153 0.0 0.0 0.0
H -4.638195 -0.193881 1.901908 0.0 0.0 0.0
```
Positions in Å, forces in eV/Å.

Values from the calculation:
HOMO energy (spin up / spin down)	-13.5 / -13.5	eV
LUMO energy (spin up / spin down)	-7.21 / -7.27	eV
gap between HOMO and LUMO (spin up / spin down)	6.3 / 6.2	eV
energy above the lowest of the compared OMol25 structures with the same formula, charge and spin	2.8	kcal per mole
net charge	+2


No. 6
ORCA calculation (wB97M-V/def2-TZVPD) on a 2-piece molecular cluster, C5H8N2 overall in a non-equilibrium geometry.

Structure (XYZ):
```
15
Properties=species:S:1:pos:R:3:forces:R:3
C 1.686152 1.232967 -1.401894 0.1 0.1 -0.1
N 0.782149 0.317599 -0.746633 -0.4 0.1 -0.5
C 0.262444 0.448577 0.507420 0.3 -0.8 -0.1
C -0.643669 -0.597985 0.660803 2.0 -0.1 -0.7
C -1.382191 -0.929491 1.888268 -3.1 2.8 -2.2
C -0.697100 -1.204460 -0.637379 0.5 -0.1 0.6
N 0.191349 -0.655289 -1.451695 0.3 0.5 0.1
H 1.142897 2.049795 -1.893395 0.1 -0.2 0.1
H 2.247642 0.670838 -2.150624 -0.1 0.1 0.1
H 2.378918 1.658318 -0.668434 -0.1 -0.1 -0.1
H 0.597500 1.218012 1.198543 0.0 -0.3 -0.2
H -2.021299 -0.002074 0.887189 -0.3 -2.2 3.5
H -1.282129 -0.319750 2.786243 0.3 -0.2 -0.4
H -1.957386 -1.847221 1.998264 0.3 0.2 -0.3
H -1.305276 -2.039836 -0.976676 0.2 0.2 0.2
```
Positions in Å, forces in eV/Å.

Values from the calculation:
HOMO energy	-7.2	eV
LUMO energy	0.80	eV
gap between HOMO and LUMO	8.0	eV
energy above the lowest of the compared OMol25 structures with the same formula, charge and spin	87.6	kcal per mole